(1)
{
  "formula": "C16H15MoN2O3S",
  "method": "ωB97M-V with the def2-TZVPD basis set",
  "e_above_lowest_ev": 0.000,
  "gap_ev": [6.6, 7.9],
  "charge": 1,
  "homo_energy_ev": [-11.569, -12.334],
  "e_lumo_ev": [-4.9, -4.5],
  "multiplicity": 3,
  "species": ["Mo", "C", "C", "C", "O", "C", "O", "O", "H", "H", "H", "H", "H", "H", "H", "C", "C", "C", "C", "N", "C", "C", "C", "C", "C", "C", "C", "H", "H", "H", "H", "H", "H", "H", "H", "S", "C", "N"],
  "coordinates": [[0.7077, 0.3874, -0.0599], [-1.9710, 3.7379, 0.2577], [-0.6783, 3.0907, 0.6955], [0.3441, 4.0882, 1.2112], [-0.0995, 2.3530, -0.4513], [-0.9109, 2.0069, 1.7499], [-1.7227, 2.0861, 2.6136], [-0.0730, 0.9417, 1.6342], [-1.7697, 4.5286, -0.4668], [-2.4581, 4.1811, 1.1247], [-2.6519, 3.0101, -0.1804], [0.5523, 4.8420, 0.4496], [1.2758, 3.6039, 1.5029], [-0.0661, 4.5957, 2.0838], [0.2486, 2.9631, -1.1173], [2.7475, -3.0435, 1.7838], [1.9539, -4.1072, 1.3815], [0.8500, -3.8795, 0.5774], [0.5501, -2.5839, 0.1904], [1.3311, -1.5585, 0.5928], [2.4021, -1.7766, 1.3632], [-0.5815, -2.1755, -0.6669], [-1.5142, -3.0660, -1.1755], [-2.5436, -2.5926, -1.9812], [-2.6473, -1.2425, -2.2815], [-1.7187, -0.3431, -1.7746], [-0.6841, -0.8055, -0.9664], [3.6170, -3.1851, 2.4081], [2.1943, -5.1155, 1.6911], [0.2262, -4.6983, 0.2520], [2.9880, -0.9104, 1.6420], [-1.4587, -4.1237, -0.9570], [-3.2707, -3.2882, -2.3783], [-3.4531, -0.8902, -2.9116], [-1.8033, 0.7095, -2.0132], [4.5900, 0.8981, -2.6804], [3.2627, 0.7454, -1.8767], [2.2352, 0.6165, -1.2664]],
  "forces_ev_per_angstrom": [[-0.37, -0.03, 0.17], [-0.03, 0.05, 0.02], [0.05, -0.06, -0.10], [-0.04, 0.05, 0.03], [0.05, 0.11, -0.10], [0.22, -0.43, -0.01], [-0.05, 0.19, 0.02], [0.32, 0.08, -0.42], [-0.01, -0.01, -0.01], [0.01, -0.01, 0.00], [0.01, -0.03, 0.01], [0.01, 0.00, 0.00], [0.00, -0.04, -0.02], [0.01, 0.01, -0.01], [0.00, -0.05, 0.07], [0.00, 0.05, 0.00], [0.00, -0.07, 0.01], [-0.04, 0.08, -0.03], [0.01, -0.01, 0.00], [-0.05, 0.20, -0.07], [-0.01, -0.11, 0.02], [0.03, -0.12, 0.03], [-0.05, 0.05, -0.04], [0.04, -0.03, 0.03], [-0.04, 0.05, -0.04], [0.00, -0.07, 0.00], [0.15, 0.04, 0.03], [0.00, -0.01, 0.00], [0.01, 0.01, 0.00], [0.02, -0.02, 0.02], [-0.01, 0.02, 0.00], [0.01, 0.00, 0.00], [0.00, 0.00, 0.00], [0.01, 0.00, 0.00], [0.00, 0.01, 0.00], [0.01, 0.02, -0.03], [0.01, 0.00, 0.05], [-0.27, 0.09, 0.35]],
  "nbo_charge": [1.6250, -0.6303, 0.1568, -0.6351, -0.7249, 0.7637, -0.5011, -0.6995, 0.2214, 0.2609, 0.2325, 0.2256, 0.2267, 0.2573, 0.5280, -0.2383, -0.1042, -0.2133, 0.2058, -0.4818, 0.0930, 0.0118, -0.1910, -0.1545, -0.1888, -0.1793, -0.3120, 0.2496, 0.2429, 0.2389, 0.2191, 0.2234, 0.2354, 0.2353, 0.2244, 0.1180, 0.2131, -0.7545]
}

(2)
{
  "formula": "C18H28N4O6S",
  "method": "ωB97M-V with the def2-TZVPD basis set",
  "gap_ev": 7.5,
  "smiles": "CC(=O)OCCCCCCCCc1ccc2nsnc2c1.C[N+](=O)[O-].C[N+](=O)[O-]",
  "homo_energy_ev": -8.582,
  "e_lumo_ev": -1.1,
  "species": ["C", "C", "O", "O", "C", "C", "C", "C", "C", "C", "C", "C", "C", "C", "C", "C", "N", "S", "N", "C", "C", "H", "H", "H", "H", "H", "H", "H", "H", "H", "H", "H", "H", "H", "H", "H", "H", "H", "H", "H", "H", "H", "H", "C", "N", "O", "O", "H", "H", "H", "C", "N", "O", "O", "H", "H", "H"],
  "coordinates": [[6.5563, -0.3323, -0.0361], [5.7143, 0.9585, -0.5479], [5.9706, 1.3638, -1.7082], [4.7318, 1.4887, 0.3324], [4.6961, 2.9408, 0.3127], [3.1636, 3.3568, 0.6977], [2.4300, 4.1819, -0.4940], [1.0023, 4.6710, 0.0865], [-0.2517, 4.2718, -0.8805], [-1.5092, 3.8666, 0.0509], [-2.9065, 3.7598, -0.7364], [-3.1405, 2.3724, -1.5071], [-3.1764, 1.1113, -0.5150], [-3.2899, 1.2353, 1.0699], [-3.2853, 0.0319, 2.0362], [-3.1479, -1.4011, 1.3873], [-3.0781, -2.6806, 2.0698], [-2.9799, -3.7776, 0.7692], [-2.9831, -2.9031, -0.7001], [-3.0704, -1.5354, -0.2019], [-3.0833, -0.3052, -1.1739], [5.7900, -1.1989, 0.0547], [7.3204, -0.6784, -0.8161], [7.0034, -0.1871, 1.0035], [5.4037, 3.4345, 1.0820], [4.8962, 3.4137, -0.7068], [2.5597, 2.3745, 0.8210], [3.0988, 3.8859, 1.7123], [2.3193, 3.5120, -1.4129], [3.1187, 5.0614, -0.8025], [1.0689, 5.8092, 0.2447], [0.8691, 4.1835, 1.1132], [-0.5267, 5.2256, -1.4502], [0.0204, 3.3822, -1.5468], [-1.6379, 4.7003, 0.8477], [-1.2066, 2.9254, 0.6251], [-3.7456, 3.9678, 0.0253], [-2.9263, 4.6032, -1.5109], [-2.2113, 2.2131, -2.1838], [-4.0484, 2.3872, -2.2226], [-3.3729, 2.3038, 1.4959], [-3.3399, 0.1630, 3.1771], [-3.0217, -0.4172, -2.3208], [-0.7736, -4.6046, -2.5942], [0.1752, -5.3835, -3.4328], [-0.2137, -6.4539, -3.8736], [1.2774, -4.8926, -3.6188], [-1.7081, -5.1570, -2.5139], [-0.3167, -4.4755, -1.6137], [-0.9348, -3.6454, -3.0845], [-1.5384, -7.5579, 3.3661], [-2.3648, -6.3287, 3.2423], [-3.2366, -6.3222, 2.3858], [-2.1097, -5.4145, 4.0079], [-1.8747, -8.2829, 2.6268], [-0.5015, -7.2763, 3.1865], [-1.6744, -7.9448, 4.3755]],
  "forces_ev_per_angstrom": [[-1.65, -0.34, 0.23], [1.71, -0.47, -2.60], [-1.48, -0.63, 4.33], [2.73, 0.00, -1.61], [-1.94, 2.06, 0.43], [-0.04, -0.84, -0.73], [0.51, 0.11, 1.12], [0.34, -0.20, -0.77], [-0.15, 0.50, 1.49], [0.36, 0.71, -0.06], [0.01, -0.05, 0.14], [0.96, -0.26, 0.45], [-0.07, -4.01, 0.10], [0.15, -3.08, 0.03], [0.40, 0.83, -3.94], [0.08, 0.09, -0.77], [-0.15, 2.78, -5.02], [-0.11, 1.59, -0.10], [-0.22, 3.47, 5.03], [-0.06, 0.02, -0.58], [-0.27, 2.26, 3.97], [1.19, 1.40, -0.02], [-1.15, 1.01, 1.17], [-0.57, -0.04, -1.52], [-0.84, -1.27, -1.16], [0.00, -1.18, 1.24], [1.07, 1.52, -0.12], [0.19, -0.48, -1.60], [0.11, 0.83, 1.31], [-1.27, -1.29, 0.49], [-0.39, -1.73, -0.20], [0.05, 0.66, -1.41], [0.35, -1.62, 0.32], [-0.33, 1.46, 0.72], [0.25, -1.30, -1.28], [-0.67, 1.12, -0.85], [1.09, -0.40, -1.31], [-0.06, -1.12, 1.09], [-1.52, 0.20, 1.03], [1.30, 0.01, 1.43], [0.14, -2.08, -0.67], [0.07, -0.24, -2.13], [-0.09, 0.09, 2.21], [-0.33, 0.01, 0.13], [0.15, -0.24, -0.19], [0.35, 0.50, 0.14], [-0.54, -0.34, 0.04], [0.19, 0.04, -0.08], [0.01, 0.12, -0.17], [0.12, -0.07, 0.15], [0.06, -0.34, -0.14], [-0.19, 0.27, 0.04], [0.37, 0.09, 0.49], [-0.21, -0.47, -0.49], [-0.02, 0.19, 0.09], [-0.11, 0.02, 0.16], [0.11, 0.14, -0.07]],
  "nbo_charge": [-0.7271, 0.8070, -0.5795, -0.5383, -0.0928, -0.4200, -0.4075, -0.4076, -0.4077, -0.4127, -0.4111, -0.4515, 0.0129, -0.2303, -0.2114, 0.0873, -0.5453, 0.8486, -0.5966, 0.0995, -0.2308, 0.2375, 0.2479, 0.2358, 0.1847, 0.2096, 0.2184, 0.2069, 0.2102, 0.2015, 0.2121, 0.2016, 0.2060, 0.2055, 0.2067, 0.2146, 0.2076, 0.2188, 0.2229, 0.2376, 0.2341, 0.2497, 0.2429, -0.4826, 0.5279, -0.3752, -0.3800, 0.2337, 0.2349, 0.2390, -0.4855, 0.5286, -0.3807, -0.3634, 0.2320, 0.2364, 0.2370]
}

(3)
{
  "formula": "C5H10O",
  "method": "ωB97M-V with the def2-TZVPD basis set",
  "e_above_lowest_ev": 3.954,
  "gap_ev": [8.7, 7.0],
  "homo_energy_ev": [-7.876, -6.506],
  "e_lumo_ev": [0.8, 0.5],
  "species": ["O", "C", "C", "C", "C", "C", "H", "H", "H", "H", "H", "H", "H", "H", "H", "H"],
  "coordinates": [[1.7406, 1.5392, -0.2649], [0.6756, 0.7218, -0.1491], [-0.3789, 1.0069, 0.9377], [-1.0639, -0.1469, 1.4558], [-0.4774, -1.1339, -1.2111], [0.8894, -0.6588, -0.6656], [1.4384, 2.4591, -0.1572], [-1.1980, -0.3033, -1.1724], [0.3280, 1.3476, 1.7157], [-1.0123, 1.8616, 0.6669], [-2.0944, -0.3722, 1.1959], [-0.5087, -0.9529, 1.9214], [-0.9124, -1.9618, -0.6546], [-0.3691, -1.4211, -2.2604], [1.2839, -1.3493, 0.0908], [1.6593, -0.6359, -1.4489]],
  "forces_ev_per_angstrom": [[0.40, 1.08, 0.23], [-0.95, -0.77, -0.31], [1.79, 1.02, -0.36], [-0.90, -1.02, 0.28], [0.04, -0.04, -0.33], [-0.23, 0.14, -0.02], [0.28, -0.40, 0.04], [0.19, -0.30, -0.12], [-0.39, 0.26, 0.26], [-0.05, -0.20, 0.05], [0.16, 0.15, 0.13], [0.04, 0.15, -0.05], [0.11, -0.09, -0.07], [-0.13, -0.08, 0.12], [-0.09, -0.01, 0.05], [-0.28, 0.13, 0.10]],
  "nbo_charge": [-0.6801, 0.3369, -0.5802, -0.3170, -0.6044, -0.4910, 0.4769, 0.2101, 0.2390, 0.2128, 0.1757, 0.1736, 0.2099, 0.2131, 0.2014, 0.2233]
}

(4)
{
  "formula": "C3H11N2O",
  "method": "ωB97M-V with the def2-TZVPD basis set",
  "e_above_lowest_ev": 2.259,
  "gap_ev": 11.0,
  "charge": 1,
  "homo_energy_ev": -14.968,
  "e_lumo_ev": -3.9,
  "species": ["C", "C", "N", "C", "N", "H", "H", "H", "H", "H", "H", "H", "H", "H", "H", "H", "O"],
  "coordinates": [[0.4632, 1.1572, -1.5550], [0.8032, -0.2325, -1.2908], [-0.9042, -2.1338, 1.4975], [-0.2276, -1.0518, 0.9471], [-0.2642, -0.8620, -0.4168], [-0.4783, 1.2344, -2.0678], [0.5355, 1.7667, -0.6250], [1.1954, 1.6171, -2.2675], [0.7563, -0.8687, -2.3247], [1.8740, -0.2986, -0.6910], [-1.6216, -2.5617, 0.9817], [-0.9833, -2.0329, 2.6080], [0.4351, -0.3641, 1.6235], [-0.9420, -1.3358, -0.9609], [-0.9186, 2.0183, 1.8781], [0.3358, 2.2751, 0.9807], [-0.0588, 1.6731, 1.6830]],
  "forces_ev_per_angstrom": [[1.22, 2.48, -0.63], [1.88, -2.54, 0.42], [2.36, 4.47, 3.45], [0.03, -1.36, -1.83], [1.51, 0.16, 3.20], [-0.67, 0.27, 0.18], [-0.43, -0.48, -1.06], [-0.40, -0.47, 0.59], [0.58, 1.32, 2.75], [-2.74, -0.26, -1.85], [-1.06, -0.82, -0.52], [-0.12, -0.74, -3.47], [-1.30, -1.55, -1.54], [-0.78, -0.79, -0.14], [-0.76, 0.54, 0.18], [-0.91, -0.92, 1.68], [1.59, 0.68, -1.40]],
  "nbo_charge": [-0.6270, -0.2171, -0.7324, 0.3957, -0.5484, 0.2286, 0.1889, 0.2493, 0.2452, 0.2338, 0.4168, 0.4474, 0.2924, 0.4096, 0.4911, 0.4858, -0.9597]
}

| no. | total energy (eV) |
| --- | --- |
| 1 | -38644.386 |
| 2 | -48188.018 |
| 3 | -7390.812 |
| 4 | -8309.534 |